{"formula": "CH6N2OP", "method": "the ωB97M-V functional and the def2-TZVPD basis", "e_lumo_ev": -5.8, "e_above_lowest_kj_mol": 217.6, "orbital_gap_ev": 8.1, "charge": 1, "spin_multiplicity": 1, "symbols": ["C", "N", "N", "O", "P", "H", "H", "H", "H", "H", "H"], "coordinates": [[0.399, 0.049, 0.442], [0.455, 1.394, 0.193], [1.410, -0.416, 1.211], [-1.726, -1.602, -2.161], [-1.935, -1.432, -0.624], [1.347, 1.777, 0.432], [-0.125, 1.558, -0.596], [1.878, 0.316, 1.769], [1.494, -1.427, 1.379], [-1.267, -2.429, -2.503], [-2.176, -0.128, -0.878]]}

***

{"formula": "C27H28AsBiGeN2S3Se", "method": "the ωB97M-V functional and the def2-TZVPD basis", "e_lumo_ev": -0.8, "e_above_lowest_kj_mol": 43.7, "orbital_gap_ev": 7.6, "charge": 0, "spin_multiplicity": 1, "symbols": ["Bi", "S", "C", "C", "C", "C", "C", "C", "As", "C", "C", "C", "C", "C", "C", "C", "C", "C", "C", "C", "C", "H", "H", "H", "H", "H", "H", "H", "H", "H", "H", "H", "H", "H", "H", "S", "C", "C", "N", "C", "S", "C", "N", "C", "Ge", "C", "C", "C", "Se", "C", "H", "H", "H", "H", "H", "H", "H", "H", "H", "H", "H", "H", "H", "H"], "coordinates": [[2.318, 0.827, 1.377], [1.519, 2.595, 2.982], [-0.083, 2.054, 3.576], [-0.295, 2.224, 4.952], [-1.522, 1.934, 5.526], [-2.565, 1.456, 4.739], [-2.365, 1.274, 3.382], [-1.137, 1.570, 2.783], [-0.927, 1.235, 0.867], [-1.018, -0.715, 0.900], [-1.219, -1.390, -0.306], [-1.221, -2.778, -0.345], [-0.997, -3.510, 0.816], [-0.765, -2.847, 2.014], [-0.778, -1.454, 2.059], [-2.710, 1.716, 0.277], [-3.716, 0.808, -0.025], [-4.962, 1.266, -0.446], [-5.204, 2.628, -0.563], [-4.197, 3.539, -0.258], [-2.952, 3.084, 0.153], [0.522, 2.591, 5.564], [-1.663, 2.077, 6.592], [-3.527, 1.222, 5.181], [-3.178, 0.901, 2.772], [-1.366, -0.832, -1.224], [-1.388, -3.288, -1.287], [-0.999, -4.594, 0.785], [-0.581, -3.411, 2.921], [-0.609, -0.954, 3.005], [-3.548, -0.256, 0.080], [-5.745, 0.553, -0.677], [-6.175, 2.981, -0.892], [-4.381, 4.604, -0.345], [-2.171, 3.798, 0.383], [4.077, 2.432, 0.563], [5.307, 2.164, 1.788], [6.367, 3.153, 1.755], [7.217, 3.932, 1.721], [5.362, 1.149, 2.666], [4.188, -0.138, 2.828], [6.491, 1.033, 3.574], [7.389, 0.905, 4.284], [0.483, -2.297, -6.067], [0.477, -1.704, -4.222], [0.438, -3.240, -3.045], [-1.010, -0.497, -3.907], [2.089, -0.663, -3.863], [2.243, -0.226, -1.966], [3.476, -1.653, -1.474], [-0.431, -2.859, -6.284], [1.343, -2.946, -6.255], [0.534, -1.441, -6.746], [-0.476, -3.820, -3.207], [0.472, -2.925, -1.998], [1.295, -3.889, -3.257], [-1.947, -1.039, -3.744], [-1.138, 0.157, -4.775], [-0.806, 0.123, -3.032], [2.048, 0.291, -4.388], [3.013, -1.161, -4.156], [3.082, -2.610, -1.804], [3.578, -1.670, -0.390], [4.450, -1.466, -1.917]]}

***

{"formula": "C4H22NO11", "method": "the ωB97M-V functional and the def2-TZVPD basis", "e_lumo_ev": 2.7, "e_above_lowest_kj_mol": 193.2, "orbital_gap_ev": 8.9, "charge": -1, "spin_multiplicity": 1, "symbols": ["O", "C", "C", "C", "C", "O", "O", "N", "H", "H", "H", "H", "H", "H", "H", "H", "O", "H", "H", "O", "H", "H", "O", "H", "H", "O", "H", "H", "O", "H", "H", "O", "H", "H", "O", "H", "H", "O"], "coordinates": [[0.936, 2.776, 0.727], [0.360, 2.709, -0.332], [-0.759, 1.581, -0.447], [-0.128, 0.272, 0.155], [-1.188, -0.835, -0.060], [-2.074, -0.892, 0.808], [-1.155, -1.344, -1.202], [-1.066, 1.477, -1.906], [0.606, 3.199, -1.255], [-1.694, 1.979, -0.051], [0.855, 0.035, -0.308], [-0.057, 0.499, 1.199], [-1.385, 0.522, -2.180], [-0.177, 1.582, -2.393], [0.272, -1.573, -1.943], [1.550, -2.468, -1.958], [1.110, -1.834, -2.496], [-2.412, -0.332, 2.392], [-1.367, 0.592, 3.094], [-2.172, 0.093, 3.193], [0.651, 0.437, 3.418], [0.393, 1.925, 2.761], [0.463, 1.373, 3.535], [3.619, 1.592, -0.213], [2.374, 1.414, 0.623], [2.912, 1.008, -0.043], [-1.668, -1.996, 2.876], [-1.926, -3.007, 1.906], [-1.295, -2.873, 2.615], [-2.180, -1.399, -3.301], [-0.728, -1.755, -3.660], [-1.440, -1.089, -3.778], [1.903, 0.277, -2.509], [2.632, 1.483, -2.235], [1.956, 1.138, -2.854], [0.866, -1.856, 1.251], [0.298, -2.522, 2.494], [1.115, -2.189, 2.078]]}

***

{"formula": "C26H26N2O3", "method": "the ωB97M-V functional and the def2-TZVPD basis", "smiles": "C=CCOc1ccc(CN(C)C(=O)CNC(=O)c2ccc(-c3ccccc3)cc2)cc1", "e_lumo_ev": 0.4, "e_above_lowest_kj_mol": 107.1, "orbital_gap_ev": 8.9, "charge": 0, "spin_multiplicity": 1, "symbols": ["C", "C", "C", "O", "C", "C", "C", "C", "C", "N", "C", "C", "O", "C", "N", "C", "O", "C", "C", "C", "C", "C", "C", "C", "C", "C", "C", "C", "C", "C", "C", "H", "H", "H", "H", "H", "H", "H", "H", "H", "H", "H", "H", "H", "H", "H", "H", "H", "H", "H", "H", "H", "H", "H", "H", "H", "H"], "coordinates": [[-2.883, -4.049, -1.254], [-2.612, -3.320, -0.189], [-2.522, -1.821, -0.189], [-1.608, -1.314, 0.762], [-0.276, -1.519, 0.574], [0.289, -2.206, -0.493], [1.666, -2.338, -0.579], [2.502, -1.808, 0.390], [4.003, -1.829, 0.242], [4.424, -0.503, -0.200], [4.105, -0.218, -1.577], [4.804, 0.384, 0.744], [5.136, 0.040, 1.865], [4.638, 1.874, 0.427], [3.214, 2.125, 0.505], [2.438, 2.343, -0.587], [2.902, 2.607, -1.680], [0.976, 2.197, -0.338], [0.371, 2.507, 0.876], [-0.983, 2.305, 1.050], [-1.768, 1.786, 0.022], [-3.207, 1.561, 0.218], [-4.118, 1.862, -0.792], [-5.471, 1.641, -0.607], [-5.933, 1.109, 0.585], [-5.035, 0.805, 1.595], [-3.683, 1.033, 1.416], [-1.159, 1.491, -1.196], [0.193, 1.697, -1.374], [1.928, -1.128, 1.461], [0.562, -0.983, 1.554], [-2.967, -5.121, -1.202], [-3.043, -3.603, -2.222], [-2.453, -3.777, 0.778], [-2.293, -1.438, -1.192], [-3.486, -1.401, 0.124], [-0.329, -2.646, -1.258], [2.088, -2.874, -1.418], [4.322, -2.572, -0.492], [4.489, -2.025, 1.200], [3.026, -0.282, -1.746], [4.597, -0.962, -2.209], [4.437, 0.768, -1.880], [4.990, 2.183, -0.556], [5.160, 2.444, 1.201], [2.769, 1.811, 1.354], [0.949, 2.940, 1.680], [-1.447, 2.572, 1.988], [-3.766, 2.294, -1.717], [-6.167, 1.886, -1.396], [-6.989, 0.933, 0.726], [-5.391, 0.386, 2.525], [-2.984, 0.769, 2.195], [-1.750, 1.085, -2.004], [0.667, 1.473, -2.318], [2.568, -0.718, 2.228], [0.111, -0.458, 2.382]]}

***

{"formula": "C31H58AsCrN2O6P2Si", "method": "the ωB97M-V functional and the def2-TZVPD basis", "s_squared": 3.800, "e_lumo_ev": [-5.9, -5.2], "e_above_lowest_kj_mol": 0.0, "orbital_gap_ev": [7.2, 7.9], "charge": 2, "spin_multiplicity": 4, "symbols": ["Cr", "C", "C", "C", "C", "C", "C", "N", "N", "Si", "C", "C", "C", "H", "H", "H", "H", "H", "H", "H", "H", "H", "H", "H", "H", "H", "H", "H", "C", "C", "C", "O", "P", "O", "C", "P", "O", "O", "C", "C", "C", "O", "C", "C", "C", "O", "C", "C", "C", "H", "H", "H", "H", "H", "H", "H", "H", "H", "H", "H", "H", "H", "H", "H", "H", "H", "H", "H", "H", "H", "H", "H", "H", "H", "H", "H", "H", "H", "H", "C", "As", "C", "C", "C", "C", "C", "C", "C", "C", "H", "H", "H", "H", "H", "H", "H", "H", "H", "H", "H", "H", "H"], "coordinates": [[0.328, -0.034, -0.451], [3.286, 0.402, 1.705], [3.288, -0.577, 0.572], [4.339, -1.418, 0.294], [4.251, -2.278, -0.811], [3.147, -2.296, -1.631], [2.107, -1.407, -1.330], [2.212, -0.601, -0.235], [0.920, -1.165, -1.934], [0.142, -2.147, -3.189], [-0.107, -3.859, -2.516], [-1.505, -1.347, -3.488], [1.205, -2.133, -4.708], [3.649, -0.059, 2.623], [2.284, 0.797, 1.879], [3.945, 1.243, 1.482], [5.221, -1.403, 0.918], [5.078, -2.943, -1.026], [3.078, -2.958, -2.483], [-0.506, -3.787, -1.500], [0.821, -4.434, -2.480], [-0.818, -4.422, -3.124], [-2.218, -1.621, -2.706], [-1.917, -1.700, -4.436], [-1.451, -0.258, -3.546], [1.987, -2.895, -4.675], [1.686, -1.164, -4.858], [0.596, -2.340, -5.591], [1.323, -4.417, 1.291], [0.749, -3.814, 2.551], [1.529, -2.633, 3.083], [-0.667, -3.445, 2.311], [-1.238, -2.234, 1.532], [-0.341, -1.719, 0.445], [-1.520, -0.884, 2.694], [-1.867, 0.671, 1.876], [-0.788, 0.986, 0.858], [-3.261, 0.439, 1.251], [-3.936, 1.225, 0.193], [-3.748, 2.709, 0.405], [-3.459, 0.720, -1.147], [-2.054, 1.786, 2.930], [-1.141, 2.407, 3.915], [0.283, 2.446, 3.418], [-1.308, 1.693, 5.236], [-2.603, -2.666, 0.963], [-3.559, -3.734, 1.361], [-3.883, -3.632, 2.832], [-3.023, -5.074, 0.923], [2.314, -4.817, 1.508], [1.416, -3.668, 0.503], [0.698, -5.234, 0.932], [0.654, -4.572, 3.326], [1.557, -1.820, 2.352], [2.557, -2.947, 3.262], [1.122, -2.271, 4.028], [-0.616, -0.763, 3.295], [-2.355, -1.117, 3.358], [-4.979, 0.956, 0.343], [-2.712, 3.010, 0.225], [-4.034, 3.008, 1.412], [-4.385, 3.243, -0.301], [-2.397, 0.943, -1.290], [-4.007, 1.221, -1.945], [-3.614, -0.354, -1.239], [-1.536, 3.418, 3.987], [0.716, 1.443, 3.379], [0.875, 3.036, 4.118], [0.354, 2.904, 2.432], [-0.847, 0.703, 5.218], [-2.361, 1.592, 5.494], [-0.821, 2.271, 6.021], [-4.436, -3.469, 0.773], [-3.032, -3.915, 3.454], [-4.704, -4.314, 3.054], [-4.216, -2.627, 3.096], [-2.156, -5.363, 1.515], [-2.751, -5.059, -0.132], [-3.798, -5.828, 1.063], [0.397, 2.050, -3.586], [0.984, 1.976, -1.750], [2.901, 2.044, -1.956], [0.477, 3.730, -1.047], [1.180, 4.855, -1.747], [0.613, 5.455, -2.869], [1.276, 6.479, -3.531], [2.512, 6.915, -3.075], [3.079, 6.330, -1.951], [2.417, 5.306, -1.292], [0.845, 2.935, -4.036], [-0.688, 2.117, -3.646], [0.737, 1.154, -4.102], [3.147, 2.861, -2.632], [3.242, 1.096, -2.369], [3.380, 2.213, -0.993], [0.692, 3.719, 0.022], [-0.606, 3.791, -1.168], [-0.361, 5.132, -3.219], [0.822, 6.943, -4.396], [3.026, 7.717, -3.587], [4.035, 6.679, -1.583], [2.859, 4.865, -0.405]]}

***

{"formula": "C8H12N3OS", "method": "the ωB97M-V functional and the def2-TZVPD basis", "smiles": "Cn1cc([C@]2(C=O)[NH2+]CCS2)cn1", "e_lumo_ev": -4.3, "e_above_lowest_kj_mol": 204.2, "orbital_gap_ev": 8.4, "charge": 1, "spin_multiplicity": 1, "symbols": ["C", "N", "C", "C", "C", "C", "O", "N", "C", "C", "S", "C", "N", "H", "H", "H", "H", "H", "H", "H", "H", "H", "H", "H", "H"], "coordinates": [[-0.832, 1.434, 3.843], [-0.492, 1.108, 2.441], [0.071, 0.042, 1.913], [-0.045, 0.218, 0.520], [0.499, -0.715, -0.474], [1.424, -1.766, -0.124], [2.467, -1.803, -0.716], [0.968, 0.039, -1.664], [0.394, -0.578, -2.938], [-1.103, -0.900, -2.629], [-1.161, -1.902, -1.172], [-0.698, 1.419, 0.351], [-0.915, 1.949, 1.541], [-1.858, 2.003, 3.865], [-0.637, 0.713, 4.552], [-0.030, 2.074, 4.195], [0.431, -0.694, 2.523], [1.155, -2.589, 0.753], [1.972, -0.096, -1.460], [0.639, 0.925, -1.576], [1.122, -1.457, -3.147], [0.670, 0.040, -3.805], [-1.614, 0.072, -2.735], [-1.517, -1.316, -3.465], [-0.910, 1.781, -0.594]]}

***

{"formula": "C2H4BrCl", "method": "the ωB97M-V functional and the def2-TZVPD basis", "smiles": "ClCCBr", "e_lumo_ev": 0.5, "e_above_lowest_kj_mol": 87.0, "orbital_gap_ev": 10.9, "charge": 0, "spin_multiplicity": 1, "symbols": ["Cl", "C", "C", "Br", "H", "H", "H", "H"], "coordinates": [[1.020, -0.770, -1.684], [0.753, -0.263, 0.072], [-0.629, 0.294, -0.106], [-1.243, 0.727, 1.839], [0.932, -1.278, 0.601], [1.486, 0.408, 0.252], [-1.424, -0.310, -0.393], [-0.895, 1.192, -0.581]]}

***

{"formula": "C4H8ClN3", "method": "the ωB97M-V functional and the def2-TZVPD basis", "smiles": "[H]/N=C(\\CCl)N/N=C/C", "e_lumo_ev": 0.9, "e_above_lowest_kj_mol": 87.8, "orbital_gap_ev": 9.6, "charge": 0, "spin_multiplicity": 1, "symbols": ["H", "N", "C", "C", "Cl", "N", "N", "C", "C", "H", "H", "H", "H", "H", "H", "H"], "coordinates": [[0.576, -1.989, 3.072], [0.897, -1.963, 2.092], [0.308, -1.009, 1.499], [-0.675, 0.013, 2.050], [-1.033, -0.246, 3.765], [0.599, -0.804, 0.164], [0.026, 0.192, -0.553], [0.338, 0.298, -1.781], [-0.245, 1.382, -2.630], [-1.597, -0.030, 1.495], [-0.284, 1.029, 1.939], [1.217, -1.462, -0.265], [1.070, -0.410, -2.266], [-0.809, 0.972, -3.500], [-0.937, 2.016, -2.035], [0.547, 2.014, -3.045]]}

***

| no. | total energy (Eh) |
| --- | --- |
| 1 | -567.47505 |
| 2 | -9278.44277 |
| 3 | -1048.09390 |
| 4 | -1341.61360 |
| 5 | -6029.31010 |
| 6 | -949.37315 |
| 7 | -3112.78038 |
| 8 | -781.64122 |